No. 1
The following is a DFT calculation (the ωB97M-V functional and the def2-TZVPD basis) of C24H24N4O3S2 in the gas phase in a non-equilibrium geometry.

Geometry as ORCA input:
```
! wB97M-V def2-TZVPD RIJCOSX def2/J DEFGRID3
* xyz 0 1
C -1.82 -1.99 -0.33
C -1.68 -0.51 -0.32
C -0.56 0.25 -0.49
C -0.96 1.62 -0.45
C -0.04 2.72 -0.56
C -0.31 4.00 -0.96
S 1.12 4.97 -0.95
C 2.00 3.54 -0.41
N 3.35 3.63 -0.17
C 4.15 2.66 0.38
O 5.34 2.85 0.50
C 3.44 1.43 0.83
C 2.91 1.37 2.11
C 2.23 0.24 2.54
C 2.08 -0.84 1.68
C 2.64 -0.78 0.42
S 2.43 -2.14 -0.72
O 1.46 -3.06 -0.19
O 2.22 -1.63 -2.04
N 3.98 -2.81 -0.69
C 4.30 -3.59 -1.87
C 4.23 -3.50 0.56
C 3.33 0.33 -0.02
N 1.27 2.50 -0.26
C -2.33 1.64 -0.26
C -3.25 2.79 -0.07
N -2.75 0.34 -0.18
C -4.09 -0.06 -0.01
C -5.04 0.26 -0.97
C -6.36 -0.13 -0.80
C -6.73 -0.86 0.32
C -5.79 -1.18 1.28
C -4.47 -0.78 1.12
H -0.84 -2.43 -0.51
H -2.21 -2.37 0.61
H -2.50 -2.31 -1.12
H 0.43 -0.11 -0.67
H -1.24 4.43 -1.28
H 3.81 4.49 -0.44
H 3.01 2.21 2.77
H 1.80 0.21 3.53
H 1.52 -1.72 1.96
H 3.94 -3.03 -2.73
H 3.84 -4.58 -1.85
H 5.39 -3.69 -1.94
H 5.28 -3.80 0.59
H 4.03 -2.81 1.37
H 3.59 -4.38 0.67
H 3.73 0.34 -1.02
H -4.12 2.49 0.51
H -3.60 3.18 -1.03
H -2.73 3.59 0.45
H -4.74 0.82 -1.84
H -7.09 0.12 -1.55
H -7.76 -1.17 0.44
H -6.08 -1.74 2.15
H -3.73 -1.01 1.88
*
```

Output
HOMO-LUMO gap = 7.973 eV
LUMO level = 0.021 Ha
Energy above the lowest of the compared OMol25 structures with the same formula, charge and spin = 62.7 kJ/mol


No. 2
The following is a DFT calculation (the ωB97M-V functional and the def2-TZVPD basis) of C24H24N6O3S as an isolated structure in a non-equilibrium geometry.

Geometry as ORCA input:
```
! wB97M-V def2-TZVPD RIJCOSX def2/J DEFGRID3
* xyz 0 1
O 1.48 1.72 -3.24
C 0.70 0.96 -2.78
C 0.53 -0.48 -3.05
N 1.28 -1.31 -4.03
N 0.81 -2.39 -4.08
N -0.06 -2.60 -3.08
C -0.12 -1.41 -2.57
N -1.30 -0.93 -1.61
C -1.17 0.28 -1.30
N -0.20 1.20 -1.85
H -0.29 1.96 -1.47
C -2.04 0.68 -0.13
H -2.93 0.64 -0.40
C -1.44 -0.07 1.25
H -0.43 0.17 1.18
C -2.00 0.36 2.44
N -1.91 1.96 2.58
S -0.64 2.42 3.47
O -0.85 1.78 4.83
O -0.79 3.78 3.55
C 0.64 1.96 2.48
C 1.26 2.57 1.67
C 2.15 2.37 0.68
C 2.76 3.35 -0.15
C 3.22 3.20 -1.29
C 3.88 1.96 -1.45
C 3.55 0.99 -0.81
C 2.46 1.10 0.44
H 2.33 0.26 0.93
H 3.82 -0.12 -0.87
H 4.46 1.65 -2.30
H 3.79 4.05 -1.99
H 2.32 4.49 0.02
H 0.83 3.83 1.49
H 1.10 0.98 2.73
C -2.64 2.54 1.68
C -1.98 2.35 0.14
H -0.59 2.48 0.44
H -2.31 2.79 -0.60
H -2.38 3.49 1.81
H -3.45 2.49 1.51
H -1.52 -0.25 3.39
H -3.13 0.09 2.33
H -1.49 -1.05 0.90
C -0.90 -3.89 -2.67
C -0.63 -3.80 -1.05
C 0.71 -4.09 -0.57
C 0.91 -4.11 0.80
C -0.42 -4.10 1.66
C -1.53 -4.02 1.10
C -1.79 -3.78 -0.23
H -2.78 -3.58 -0.64
H -2.51 -3.60 1.89
H -0.01 -4.10 2.75
H 1.91 -4.38 1.28
H 1.56 -4.42 -1.07
H -0.36 -4.58 -3.24
H -1.83 -3.83 -2.89
*
```

Output
HOMO-LUMO gap = 8.863 eV
LUMO level = -0.011 Ha
Energy above the lowest of the compared OMol25 structures with the same formula, charge and spin = 2096.0 kJ/mol


No. 3
The following is a DFT calculation (the ωB97M-V functional and the def2-TZVPD basis) of C24H24NO9S2SiTl as an isolated structure in a non-equilibrium geometry.

Geometry as ORCA input:
```
! wB97M-V def2-TZVPD RIJCOSX def2/J DEFGRID3
* xyz -2 1
Tl 2.44 2.26 -2.25
O -0.26 1.65 -1.99
C -1.39 2.39 -1.66
C -1.46 2.78 -0.17
N -0.62 3.87 0.25
C -0.73 5.06 -0.44
C 0.04 5.26 -2.04
O -0.62 6.09 -2.63
O 1.02 4.60 -2.20
C 0.16 3.73 1.37
C 1.97 3.44 1.28
O 2.30 3.13 2.39
O 2.41 3.69 0.21
H -0.16 0.95 -1.28
H -1.41 3.28 -2.29
H -2.30 1.80 -1.87
H -2.51 3.04 0.06
H -1.20 1.88 0.39
H -1.76 5.27 -0.73
H -0.27 5.89 0.09
H 0.24 4.65 1.95
H -0.10 2.86 1.95
O -0.19 0.04 0.01
Si -0.33 -1.42 0.50
C 1.32 -2.32 0.78
C 2.49 -1.63 0.49
C 3.73 -2.21 0.69
C 3.82 -3.50 1.18
C 2.67 -4.21 1.46
C 1.43 -3.62 1.25
C -1.22 -1.46 2.21
C -1.67 -2.59 2.87
C -2.34 -2.52 4.07
C -2.58 -1.29 4.66
C -2.12 -0.14 4.04
C -1.46 -0.24 2.83
C -1.37 -2.52 -0.67
C -1.84 -3.80 -0.38
C -2.61 -4.51 -1.28
C -2.90 -3.99 -2.52
C -2.41 -2.73 -2.85
C -1.66 -2.02 -1.93
H 2.42 -0.62 0.11
H 4.63 -1.65 0.46
H 4.79 -3.96 1.34
H 2.73 -5.22 1.83
H 0.54 -4.19 1.47
H -1.49 -3.57 2.45
H -2.69 -3.42 4.56
H -3.11 -1.22 5.60
H -2.28 0.83 4.49
H -1.09 0.66 2.34
H -1.62 -4.25 0.58
H -2.98 -5.50 -1.00
H -3.49 -4.55 -3.23
H -2.62 -2.31 -3.82
H -1.29 -1.04 -2.20
O 3.11 2.87 -4.73
S 4.27 1.98 -4.57
O 5.17 1.99 -5.71
O 4.95 2.16 -3.29
S 3.47 0.08 -4.50
*
```

Output
HOMO-LUMO gap (spin up / spin down) = 6.533 / 4.551 eV
LUMO level (spin up / spin down) = 0.138 / 0.084 Ha


No. 4
The following is a DFT calculation (the ωB97M-V functional and the def2-TZVPD basis) of a 2-piece molecular cluster, C24H24NOS overall in a non-equilibrium geometry.

Geometry as ORCA input:
```
! wB97M-V def2-TZVPD RIJCOSX def2/J DEFGRID3
* xyz 1 1
C 2.12 -1.22 3.66
S 1.76 -0.38 2.04
C 2.70 -1.52 0.99
C 0.14 -0.80 1.55
C -0.84 -0.12 2.41
C -2.27 -0.65 2.49
C -2.59 -2.02 2.54
C -3.92 -2.44 2.64
C -4.96 -1.50 2.69
C -4.65 -0.13 2.67
C -3.32 0.28 2.61
O -0.57 0.95 2.97
H 3.17 -1.01 3.87
H 1.50 -0.76 4.44
H 1.96 -2.30 3.60
H 3.75 -1.22 1.10
H 2.55 -2.56 1.30
H 2.37 -1.37 -0.04
H 0.01 -1.87 1.40
H -1.77 -2.75 2.52
H -4.15 -3.50 2.68
H -6.00 -1.82 2.75
H -5.43 0.62 2.72
H -3.08 1.35 2.65
C 2.30 2.11 -3.78
N 1.49 1.48 -2.74
C 1.43 0.10 -2.74
C 2.10 -0.64 -3.73
C 1.98 -2.02 -3.78
C 1.19 -2.71 -2.85
C 0.54 -2.01 -1.84
C 0.67 -0.59 -1.72
C 0.05 0.13 -0.66
C -0.04 1.54 -0.84
C 0.72 2.22 -1.87
C 0.62 3.62 -1.99
C -0.24 4.35 -1.17
C -1.03 3.70 -0.21
C -0.93 2.32 -0.06
H 2.35 3.18 -3.63
H 3.33 1.72 -3.73
H 1.91 1.91 -4.79
H 2.73 -0.12 -4.46
H 2.53 -2.57 -4.55
H 1.10 -3.79 -2.91
H -0.11 -2.53 -1.13
H -0.79 -0.38 -0.14
H 1.21 4.17 -2.72
H -0.26 5.44 -1.26
H -1.71 4.28 0.42
H -1.57 1.81 0.67
*
```

Output
HOMO-LUMO gap = 6.225 eV
LUMO level = -0.159 Ha
Energy above the lowest of the compared OMol25 structures with the same formula, charge and spin = 102.6 kJ/mol


Let's list DFT total energy in order: -59051.121 -51172.382 -79439.148 -39642.364 eV.